Entry i
A molecular structure, CH4FNS. Source: OMol25; level of theory: the ωB97M-V functional and the def2-TZVPD basis.

Atoms and positions in Å:
S1 0.9172 0.0031 -0.4998
F1 2.3914 0.3731 -1.8661
N1 -1.1730 -0.1509 1.1282
C1 -0.6644 -0.1724 -0.1094
H1 -0.5545 -0.0160 1.9159
H2 2.6693 0.5542 -0.9931
H3 -2.1598 -0.2665 1.3008
H4 -1.4263 -0.3245 -0.8765

The spin multiplicity is 1. The value obtained for the LUMO energy is 0.876 eV.

Quick look at the natural (NBO) charges, all values in e: atom 1 (S): -0.189, atom 2 (F): -0.531, atom 3 (N): -0.760, atom 4 (C): -0.061, atom 5 (H): 0.402, atom 6 (H): 0.562, atom 7 (H): 0.390, atom 8 (H): 0.185

Entry ii
2 unconnected molecules or ions with the total composition CH4FNS. Source: OMol25; level of theory: the ωB97M-V functional and the def2-TZVPD basis.

Atoms and positions in Å:
S1 -1.5415 -1.1450 0.1027
F1 -1.9760 2.0674 -0.2164
N1 -0.3256 -0.1967 0.0849
C1 0.9984 -0.6308 0.0030
H1 1.3897 -0.1220 -0.9233
H2 -1.1029 1.6634 -0.0745
H3 1.5486 0.0227 0.8529
H4 1.0092 -1.6591 0.1708

The spin multiplicity is 1. The value obtained for the LUMO energy is -1.395 eV. Its SMILES is CN=S.F.

Quick look at the natural (NBO) charges, all values in e: atom 1 (S): 0.388, atom 2 (F): -0.591, atom 3 (N): -0.582, atom 4 (C): -0.461, atom 5 (H): 0.246, atom 6 (H): 0.572, atom 7 (H): 0.227, atom 8 (H): 0.200

Most stable = entry i

Entry i
2 unconnected molecules or ions with the total composition C9H12OS. Source: OMol25; level of theory: the ωB97M-V functional and the def2-TZVPD basis.

Atoms and positions in Å:
S1 -1.2932 -0.6642 2.7270
O1 0.4628 1.8144 2.1581
C1 -0.6318 -1.5644 0.3964
C2 -1.8667 -2.2272 2.2646
C3 -1.2970 -2.6651 1.1255
C4 2.1753 1.2238 -0.7999
C5 -0.0172 -1.8028 -0.9388
C6 -0.7305 -0.3972 1.1137
C7 0.3147 1.4279 0.8337
C8 -0.5989 2.1703 -0.0381
C9 1.5871 0.9027 0.3307
H1 -1.7690 2.0068 0.2265
H2 -0.3092 1.7544 2.6439
H3 0.3632 -0.7386 -1.3916
H4 1.5966 1.8527 -1.4921
H5 -0.4867 1.6733 -1.0243
H6 3.2121 0.9130 -1.1774
H7 -1.3865 -3.6259 0.6578
H8 -0.4507 3.3689 -0.0836
H9 -0.7629 -2.4289 -1.4943
H10 -2.3356 -2.8020 3.0079
H11 2.2800 0.3648 1.0301
H12 0.9010 -2.4129 -0.9428

The spin multiplicity is 1. The value obtained for the LUMO energy is 0.598 eV.

Here are the natural (NBO) charges for atoms 1 to 8, given in e: atom 1 (S): 0.359, atom 2 (O): -0.702, atom 3 (C): -0.136, atom 4 (C): -0.394, atom 5 (C): -0.247, atom 6 (C): -0.374, atom 7 (C): -0.640, atom 8 (C): -0.248

Entry ii
C9H12OS in the gas phase. Source: OMol25; level of theory: the ωB97M-V functional and the def2-TZVPD basis.

Atoms and positions in Å:
S1 4.1200 -0.2980 0.0243
O1 4.5731 1.1051 -0.1182
C1 -2.4307 0.2744 -0.5399
C2 -1.7064 -1.0010 -0.3290
C3 0.1034 -2.3244 0.5530
C4 -0.6647 1.2088 1.0187
C5 -0.4305 -1.1068 0.2072
C6 2.4278 -0.3613 -0.7382
C7 0.2654 0.1734 0.4530
C8 -1.6815 1.5316 -0.0798
C9 1.4834 0.4930 0.0255
H1 2.5518 0.0304 -1.7506
H2 -0.4414 -3.2354 0.3776
H3 1.0420 -2.4062 1.0743
H4 -2.2475 -1.9079 -0.5614
H5 -1.1501 1.9756 -0.9233
H6 -1.1861 0.8114 1.8924
H7 2.1319 -1.4059 -0.7717
H8 -0.1230 2.1076 1.3098
H9 1.8533 1.4944 0.2026
H10 -3.3891 0.2013 -0.0086
H11 -2.6984 0.3713 -1.5979
H12 -2.4029 2.2687 0.2802

The spin multiplicity is 1. The value obtained for the LUMO energy (spin up / spin down) is -0.184 / -0.765 eV.

Here are the natural (NBO) charges for atoms 1 to 8, given in e: atom 1 (S): 0.927, atom 2 (O): -0.792, atom 3 (C): -0.461, atom 4 (C): -0.092, atom 5 (C): -0.346, atom 6 (C): -0.422, atom 7 (C): -0.146, atom 8 (C): -0.638

Most stable = entry ii

Entry i
2 unconnected molecules or ions with the total composition C6H16O2. Source: OMol25; level of theory: the ωB97M-V functional and the def2-TZVPD basis.

Atoms and positions in Å:
O1 -2.1716 0.9268 -0.0671
O2 2.8336 -1.6745 1.0531
C1 2.3006 -0.6346 1.8456
C2 2.2098 0.7033 1.1534
C3 -2.2201 0.7798 -1.5217
C4 -1.5831 1.9932 -2.1588
C5 -2.5190 -0.2482 0.7416
C6 2.0423 -2.1952 -0.0460
H1 3.1698 1.0164 0.7095
H2 -3.2499 0.7142 -1.9226
H3 -1.9919 -1.0471 0.1935
H4 1.3929 -2.9057 0.4925
H5 1.4662 0.5985 0.3455
H6 -2.2273 2.8652 -1.9557
H7 1.2634 -0.9611 2.0533
H8 -0.6159 2.1444 -1.6506
H9 2.8240 -0.5386 2.8163
H10 -1.4040 1.9335 -3.2455
H11 -3.5901 -0.5061 0.7952
H12 -2.1168 -0.2010 1.7676
H13 1.8686 1.4914 1.8455
H14 2.5678 -2.7383 -0.8494
H15 -1.6584 -0.0995 -1.8915
H16 1.4088 -1.4168 -0.5036

The spin multiplicity is 1. The value obtained for the LUMO energy is 0.900 eV. Its SMILES is CCOC.CCOC.

Here are the natural (NBO) charges for atoms 1 to 8, given in e: atom 1 (O): -0.564, atom 2 (O): -0.559, atom 3 (C): -0.054, atom 4 (C): -0.640, atom 5 (C): -0.062, atom 6 (C): -0.626, atom 7 (C): -0.248, atom 8 (C): -0.258

Entry ii
2 unconnected molecules or ions with the total composition C6H16O2. Source: OMol25; level of theory: the ωB97M-V functional and the def2-TZVPD basis.

Atoms and positions in Å:
O1 1.4325 3.1452 -2.0750
O2 -2.0217 -3.1440 3.2245
C1 -0.1831 0.5004 -0.0048
C2 0.5856 1.7811 -0.2984
C3 0.2596 -2.0616 -1.0345
C4 -0.3108 0.0981 1.4699
C5 0.6770 -0.6112 -0.6607
C6 0.3284 2.4140 -1.7778
H1 1.0294 -2.6861 -1.2370
H2 1.7403 -0.6636 -0.2989
H3 -0.5549 -2.1817 -1.6881
H4 1.4557 3.9634 -1.5148
H5 -1.3338 0.0179 1.5898
H6 -1.1708 0.6005 -0.4335
H7 0.2502 0.6605 2.1779
H8 -0.3171 -2.4898 -0.1773
H9 0.8767 -0.0714 -1.6030
H10 0.0789 -0.8570 1.7180
H11 0.1480 1.7446 -2.6575
H12 -0.5589 2.9204 -1.7642
H13 1.6969 1.5649 -0.1914
H14 -2.3962 -3.2930 4.1440
H15 -1.9901 -3.8933 2.7086
H16 0.2781 2.5417 0.3843

The spin multiplicity is 1. The value obtained for the LUMO energy is 0.829 eV. Its SMILES is CC[C@@H](C)CCO.O.

Here are the natural (NBO) charges for atoms 1 to 8, given in e: atom 1 (O): -0.708, atom 2 (O): -0.951, atom 3 (C): -0.224, atom 4 (C): -0.412, atom 5 (C): -0.610, atom 6 (C): -0.619, atom 7 (C): -0.395, atom 8 (C): -0.050

Most stable = entry i

Entry i
2 unconnected molecules or ions with the total composition C4H9NO. Source: OMol25; level of theory: the ωB97M-V functional and the def2-TZVPD basis.

Atoms and positions in Å:
O1 -1.3963 1.4098 3.2188
N1 0.1057 1.2431 -0.1337
C1 -0.1597 0.1876 -0.9751
C2 1.0183 2.1219 -0.5222
C3 -0.1610 -1.1238 -0.4955
C4 0.2974 -2.2588 -1.4072
H1 1.2197 2.8963 0.2135
H2 -0.6120 -1.2898 0.4820
H3 -0.3057 -2.2533 -2.3322
H4 -0.6158 1.1777 3.7397
H5 0.1772 -3.2510 -0.9582
H6 1.3520 -2.1647 -1.6760
H7 -2.1270 1.0532 3.6996
H8 -0.7633 0.4448 -1.8630
H9 1.9707 1.8072 -0.9903

The spin multiplicity is 2. The value obtained for the LUMO energy (spin up / spin down) is 3.561 / 3.539 eV. Its net charge is -1. As for the expectation value of S²: 0.80.

Here are the natural (NBO) charges for atoms 1 to 8, given in e: atom 1 (O): -0.914, atom 2 (N): -0.534, atom 3 (C): -0.059, atom 4 (C): -0.435, atom 5 (C): -0.446, atom 6 (C): -0.631, atom 7 (H): 0.124, atom 8 (H): 0.182

Entry ii
2 unconnected molecules or ions with the total composition C4H9NO. Source: OMol25; level of theory: the ωB97M-V functional and the def2-TZVPD basis.

Atoms and positions in Å:
O1 1.6953 2.4636 -1.1207
N1 -0.5411 1.2083 0.9381
C1 -0.7087 -0.1062 0.4042
C2 0.5146 -2.3203 0.5642
C3 0.0247 -1.1431 1.1053
C4 -1.4941 -0.3083 -0.6793
H1 -2.0575 0.5197 -1.1021
H2 0.3490 -3.3369 0.9780
H3 0.3119 1.2298 1.4873
H4 0.7278 -2.4405 -0.5028
H5 1.9897 1.7539 -1.7321
H6 -0.4077 1.9063 0.2085
H7 -1.6858 -1.3195 -1.0116
H8 0.2688 -0.9321 2.1669
H9 1.0131 2.8252 -1.7038

The spin multiplicity is 2. The value obtained for the LUMO energy (spin up / spin down) is 3.657 / 3.529 eV. Its net charge is -1. As for the expectation value of S²: 0.76.

Here are the natural (NBO) charges for atoms 1 to 8, given in e: atom 1 (O): -0.937, atom 2 (N): -0.848, atom 3 (C): 0.136, atom 4 (C): -0.655, atom 5 (C): -0.414, atom 6 (C): -0.695, atom 7 (H): 0.159, atom 8 (H): 0.142

Most stable = entry ii